Entry w
Formula: C22H32N6O8P2Zr
Source: the Open Molecules 2025 dataset
Level of theory: wB97M-V/def2-TZVPD

Geometry as ORCA input:
```
! RIJCOSX wB97M-V def2-TZVPD def2/J DEFGRID3
* xyz 2 1
Zr 0.306 0.420 -0.017
C 2.998 -0.844 1.759
C 3.314 -1.030 0.294
N 2.045 -1.257 -0.421
C 1.533 -2.630 -0.272
C 0.453 -2.714 0.770
C 0.069 -3.928 1.311
C -0.895 -3.943 2.303
C -1.415 -2.742 2.761
C -0.990 -1.566 2.173
C -1.491 -0.236 2.668
N -0.683 0.904 2.165
C 0.305 1.351 3.180
C 1.451 0.366 3.215
N 2.026 0.255 1.866
N -0.103 -1.558 1.167
H 3.902 -0.643 2.338
H 2.540 -1.745 2.175
H 4.010 -1.859 0.143
H 3.770 -0.129 -0.116
H 2.185 -1.068 -1.407
H 2.339 -3.320 -0.008
H 1.128 -2.969 -1.224
H 0.532 -4.842 0.966
H -1.214 -4.880 2.742
H -2.128 -2.714 3.573
H -1.480 -0.243 3.761
H -2.528 -0.107 2.364
H -1.317 1.682 2.009
H -0.164 1.420 4.164
H 0.658 2.338 2.894
H 1.105 -0.624 3.519
H 2.198 0.682 3.948
H 2.511 1.131 1.686
O -0.135 -0.562 -1.708
C -0.839 -1.626 -2.112
C -0.332 -2.478 -3.095
C -1.025 -3.620 -3.452
C -2.241 -3.934 -2.849
C -2.776 -3.065 -1.920
C -2.095 -1.900 -1.556
C -2.726 -0.861 -0.759
N -2.122 0.131 -0.121
C -3.127 0.990 0.293
C -4.333 0.490 -0.058
N -4.066 -0.684 -0.718
H 0.609 -2.224 -3.569
H -0.615 -4.276 -4.210
H -2.769 -4.836 -3.120
H -3.733 -3.298 -1.465
H -2.930 1.929 0.784
H -5.333 0.860 0.083
H -4.738 -1.258 -1.201
C 1.677 3.753 -3.105
C 1.275 3.924 -1.649
O 1.599 5.211 -1.112
P -0.500 3.621 -1.334
O -1.202 4.080 -2.660
O -0.957 4.562 -0.160
O -0.777 2.199 -0.970
P 2.069 2.672 -0.570
O 3.594 3.051 -0.465
O 1.324 2.616 0.741
O 1.937 1.308 -1.221
H 1.185 4.501 -3.728
H 1.392 2.767 -3.471
H 2.759 3.852 -3.197
H 1.843 5.803 -1.837
H -2.163 3.997 -2.728
H -0.492 5.413 -0.120
H 3.790 3.931 -0.112
*
```

Calculated values
**Kohn-Sham gap**: 8.29 eV
**HOMO level**: -13.3 eV

Entry x
Formula: C22H32N6O8P2Zr
Source: the Open Molecules 2025 dataset
Level of theory: wB97M-V/def2-TZVPD

Geometry as ORCA input:
```
! RIJCOSX wB97M-V def2-TZVPD def2/J DEFGRID3
* xyz 2 1
Zr -0.007 0.082 -0.078
C -0.156 -0.572 3.228
C -0.589 -1.904 2.677
N -0.037 -2.087 1.317
C -0.780 -3.152 0.631
C -2.058 -2.575 0.090
C -3.143 -3.372 -0.212
C -4.300 -2.777 -0.694
C -4.342 -1.403 -0.827
C -3.214 -0.665 -0.495
C -3.205 0.831 -0.620
N -2.042 1.423 0.051
C -2.288 1.947 1.410
C -1.973 0.893 2.447
N -0.561 0.482 2.280
N -2.088 -1.238 -0.061
H 0.929 -0.532 3.331
H -0.589 -0.400 4.217
H -1.677 -1.947 2.603
H -0.286 -2.723 3.335
H 0.930 -2.379 1.415
H -1.012 -3.979 1.310
H -0.173 -3.554 -0.177
H -3.086 -4.441 -0.059
H -5.166 -3.377 -0.941
H -5.232 -0.894 -1.170
H -4.140 1.238 -0.227
H -3.161 1.095 -1.678
H -1.699 2.183 -0.527
H -3.316 2.301 1.514
H -1.628 2.802 1.554
H -2.609 0.016 2.323
H -2.144 1.286 3.454
H 0.010 1.303 2.478
O 0.509 2.025 0.289
C 1.291 2.747 1.084
C 1.002 4.101 1.292
C 1.774 4.853 2.155
C 2.846 4.281 2.836
C 3.152 2.955 2.623
C 2.393 2.173 1.740
C 2.800 0.812 1.416
N 2.059 -0.162 0.893
C 2.907 -1.239 0.684
C 4.148 -0.925 1.120
N 4.065 0.370 1.567
H 0.170 4.544 0.761
H 1.538 5.898 2.306
H 3.433 4.873 3.524
H 3.979 2.513 3.166
H 2.582 -2.139 0.190
H 5.067 -1.482 1.127
H 4.835 0.932 1.892
C 2.248 -0.899 -4.357
C 0.834 -0.579 -3.885
O -0.098 -0.441 -4.958
P 0.127 -1.908 -2.850
O -1.406 -1.923 -3.194
O 0.707 -3.328 -3.177
O 0.442 -1.663 -1.407
P 0.821 0.877 -2.763
O 0.966 2.069 -3.784
O 1.874 0.722 -1.718
O -0.554 0.859 -2.071
H 2.234 -1.739 -5.051
H 2.895 -1.136 -3.513
H 2.671 -0.035 -4.872
H 0.155 0.301 -5.525
H -1.602 -1.299 -3.920
H 0.449 -3.732 -4.018
H 1.518 2.811 -3.500
*
```

Calculated values
**Kohn-Sham gap**: 8.25 eV
**HOMO level**: -13.2 eV

Which of them is most stable? Easy: entry x.

Entry w
Formula: C3H12N3O
Source: the Open Molecules 2025 dataset
Level of theory: wB97M-V/def2-TZVPD

Geometry as ORCA input:
```
! RIJCOSX wB97M-V def2-TZVPD def2/J DEFGRID3
* xyz 1 1
C -1.969 -0.690 1.438
N -3.146 -0.216 1.044
O -1.396 -1.637 0.894
H -1.541 -0.181 2.310
H -3.639 -0.688 0.301
H -3.625 0.489 1.578
N 0.993 -1.466 -0.284
C 1.647 -0.122 -0.149
C 0.892 0.882 -1.012
N 1.588 2.162 -0.954
H -0.004 -1.445 0.080
H 0.990 -1.728 -1.269
H 1.490 -2.195 0.226
H 1.635 0.144 0.906
H 2.680 -0.178 -0.484
H 0.942 0.543 -2.051
H -0.167 0.907 -0.725
H 1.297 2.741 -1.732
H 1.335 2.677 -0.117
*
```

Calculated values
**Kohn-Sham gap**: 10.54 eV
**HOMO level**: -13.4 eV

Entry x
Formula: C3H12N3O
Source: the Open Molecules 2025 dataset
Level of theory: wB97M-V/def2-TZVPD

Geometry as ORCA input:
```
! RIJCOSX wB97M-V def2-TZVPD def2/J DEFGRID3
* xyz 1 1
C -0.805 0.537 2.265
C -1.245 -0.032 0.921
N -0.164 -0.256 0.027
C 0.121 0.577 -1.083
N 0.666 0.128 -2.261
N 0.166 1.941 -0.868
H -0.758 -0.013 3.132
H -1.466 1.237 2.651
H 0.168 0.980 2.177
H -1.817 -0.996 1.135
H -2.148 0.498 0.426
H 0.310 -1.212 0.161
H 1.069 -0.789 -2.278
H 0.740 0.938 -2.983
H 0.335 2.682 -1.484
H -0.120 2.325 0.144
H 2.237 -2.891 -1.177
H 1.273 -3.187 -0.172
O 1.439 -2.468 -0.731
*
```

Calculated values
**Kohn-Sham gap**: 10.69 eV
**HOMO level**: -13.9 eV

Which of them is most stable? Easy: entry w.

Entry w
Formula: C3H12N3O
Source: the Open Molecules 2025 dataset
Level of theory: wB97M-V/def2-TZVPD

Geometry as ORCA input:
```
! RIJCOSX wB97M-V def2-TZVPD def2/J DEFGRID3
* xyz 1 1
C -1.313 -1.146 2.449
N -0.645 0.010 2.478
N -1.107 -2.051 3.399
N -2.186 -1.383 1.464
C -0.175 -1.873 4.507
H 0.024 0.194 3.230
H -0.801 0.710 1.748
H -1.636 -2.926 3.346
H -2.700 -2.268 1.438
H -2.340 -0.682 0.735
H -0.209 -2.778 5.137
H -0.450 -1.003 5.127
H 0.858 -1.735 4.145
O -2.545 3.320 -1.815
C -3.547 4.320 -1.661
H -2.105 3.466 -2.679
H -4.028 4.136 -0.686
H -4.317 4.263 -2.449
H -3.122 5.338 -1.658
*
```

Calculated values
**Kohn-Sham gap**: 9.53 eV
**HOMO level**: -12.6 eV

Entry x
Formula: C3H12N3O
Source: the Open Molecules 2025 dataset
Level of theory: wB97M-V/def2-TZVPD

Geometry as ORCA input:
```
! RIJCOSX wB97M-V def2-TZVPD def2/J DEFGRID3
* xyz 1 1
N 1.121 -0.449 -1.386
C 1.879 0.593 -1.106
N 1.468 1.462 -0.179
N 3.073 0.757 -1.681
H 0.177 -0.458 -0.993
H 1.454 -1.190 -1.977
H 0.565 1.318 0.256
H 1.839 2.397 -0.161
H 3.319 0.244 -2.509
H 3.644 1.539 -1.410
C -1.556 -1.069 0.956
O -1.189 0.033 0.089
C -2.612 -0.659 1.950
H -1.896 -1.911 0.348
H -0.636 -1.356 1.462
H -2.003 0.425 -0.255
H -3.534 -0.376 1.441
H -2.842 -1.491 2.614
H -2.271 0.190 2.544
*
```

Calculated values
**Kohn-Sham gap**: 11.78 eV
**HOMO level**: -14.6 eV

Which of them is most stable? Easy: entry x.

Entry w
Formula: C5H15N2
Source: the Open Molecules 2025 dataset
Level of theory: wB97M-V/def2-TZVPD

Geometry as ORCA input:
```
! RIJCOSX wB97M-V def2-TZVPD def2/J DEFGRID3
* xyz 0 2
C -1.326 0.653 1.013
C -0.796 -0.766 1.174
C -0.305 -1.386 -0.159
C 0.761 -0.557 -0.891
N 1.713 0.080 0.020
C 2.660 0.935 -0.674
N -2.435 0.719 -0.036
H -0.469 1.286 0.799
H -1.843 0.999 1.907
H 0.055 -0.707 1.843
H -1.620 -1.368 1.566
H -1.144 -1.643 -0.802
H 0.180 -2.327 0.122
H 0.320 0.176 -1.564
H 1.345 -1.282 -1.482
H 2.225 -0.605 0.551
H 3.285 1.444 0.065
H 2.193 1.763 -1.208
H 3.296 0.377 -1.372
H -3.083 -0.118 0.094
H -2.004 0.740 -0.987
H -3.008 1.587 0.022
*
```

Calculated values
**Kohn-Sham gap (alpha / beta)**: 4.58 / 9.91 eV
**⟨S²⟩**: 0.75
**HOMO level (alpha / beta)**: -3.6 / -9.1 eV

Entry x
Formula: C5H15N2
Source: the Open Molecules 2025 dataset
Level of theory: wB97M-V/def2-TZVPD

Geometry as ORCA input:
```
! RIJCOSX wB97M-V def2-TZVPD def2/J DEFGRID3
* xyz 0 2
N 0.898 -1.026 0.710
C 1.958 0.015 0.765
C 2.647 0.675 -0.438
N -0.648 0.634 -0.239
C -1.639 0.240 0.808
C -2.040 -1.322 0.632
C -1.196 0.832 -1.616
H 3.425 1.321 -0.078
H 0.146 -0.306 0.182
H 1.172 -1.890 0.328
H 2.710 -0.297 1.447
H 1.542 0.933 1.250
H 3.001 -0.032 -1.111
H 2.009 1.345 -0.964
H -1.155 0.288 1.854
H -2.500 0.931 0.927
H -3.081 -1.504 0.912
H -1.351 -1.917 1.156
H -1.943 -1.518 -0.448
H -2.159 0.350 -1.734
H -1.238 1.896 -1.965
H -0.559 0.350 -2.380
*
```

Calculated values
**Kohn-Sham gap (alpha / beta)**: 9.47 / 7.19 eV
**⟨S²⟩**: 0.76
**HOMO level (alpha / beta)**: -8.4 / -8.1 eV

Which of them is most stable? Easy: entry w.

Entry w
Formula: C7H8N2O2
Source: the Open Molecules 2025 dataset
Level of theory: wB97M-V/def2-TZVPD

Geometry as ORCA input:
```
! RIJCOSX wB97M-V def2-TZVPD def2/J DEFGRID3
* xyz 0 1
C 2.664 -0.363 -0.036
C 1.578 0.446 -0.142
C 2.221 -1.628 0.143
C 0.427 -0.345 -0.029
C -3.441 -0.640 0.219
C -1.998 -1.114 -0.009
C -1.252 1.403 -0.041
N 0.866 -1.616 0.108
N -0.918 -0.002 0.041
O -3.894 0.496 0.209
O -1.717 -2.298 -0.041
H 3.702 -0.127 0.086
H 1.723 1.461 -0.010
H 2.812 -2.492 0.042
H -4.106 -1.590 0.060
H -0.800 1.970 -0.875
H -2.306 1.632 -0.130
H -0.971 2.047 0.850
H 0.041 -2.268 0.058
*
```

Calculated values
**SMILES**: CN(C(=O)C=O)c1ccc[nH]1
**Kohn-Sham gap (alpha / beta)**: 6.42 / 6.42 eV
**HOMO level (alpha / beta)**: -7.6 / -7.6 eV

Entry x
Formula: C7H8N2O2
Source: the Open Molecules 2025 dataset
Level of theory: wB97M-V/def2-TZVPD

Geometry as ORCA input:
```
! RIJCOSX wB97M-V def2-TZVPD def2/J DEFGRID3
* xyz 0 1
C -2.948 0.008 -0.048
C -1.700 -0.655 0.262
C -2.633 1.335 -0.167
C -0.709 0.227 0.281
C 1.644 1.082 0.168
C 1.166 -1.296 -0.054
C 2.643 -0.943 0.034
N -1.281 1.455 -0.035
N 0.664 -0.030 0.378
O 1.454 2.245 0.256
O 2.791 0.475 -0.249
H -4.058 -0.380 -0.075
H -1.470 -1.770 0.298
H -3.028 2.235 -0.471
H 0.606 -1.448 -1.016
H 0.949 -2.173 0.613
H 3.303 -1.151 0.888
H 3.247 -1.504 -0.753
H -0.641 2.288 -0.311
*
```

Calculated values
**SMILES**: O=C1OCCN1c1ccc[nH]1
**Kohn-Sham gap**: 8.65 eV
**HOMO level**: -7.9 eV

Which of them is most stable? Easy: entry x.

Entry w
Formula: C5H6F3N2S
Source: the Open Molecules 2025 dataset
Level of theory: wB97M-V/def2-TZVPD

Geometry as ORCA input:
```
! RIJCOSX wB97M-V def2-TZVPD def2/J DEFGRID3
* xyz 1 1
C -0.337 -0.512 -1.076
C 1.776 0.935 -2.470
C -1.294 -1.609 -1.241
C 0.908 1.742 1.192
C 2.761 1.900 -3.033
N -0.235 0.493 -0.335
N 0.104 1.524 0.122
F 3.302 2.616 -2.016
F 3.684 1.319 -3.722
F 2.009 2.743 -3.734
S 1.071 -0.438 -2.631
H -2.246 -1.462 -1.767
H -0.748 -2.434 -1.692
H -1.486 -1.780 -0.115
H 0.296 2.112 2.025
H 1.459 0.824 1.534
H 1.674 2.453 1.092
*
```

Calculated values
**Kohn-Sham gap (alpha / beta)**: 8.02 / 8.03 eV
**HOMO level (alpha / beta)**: -13.6 / -13.6 eV

Entry x
Formula: C5H6F3N2S
Source: the Open Molecules 2025 dataset
Level of theory: wB97M-V/def2-TZVPD

Geometry as ORCA input:
```
! RIJCOSX wB97M-V def2-TZVPD def2/J DEFGRID3
* xyz 1 1
C 1.267 0.316 1.001
C 1.547 -2.119 -0.686
C 0.824 1.634 1.593
C -0.525 -1.349 -1.571
C 1.910 -3.431 -1.401
N 0.633 -0.024 -0.053
N 0.687 -1.137 -0.733
F 3.118 -3.784 -1.100
F 0.990 -4.359 -1.113
F 1.807 -3.180 -2.685
S 2.614 -0.446 1.712
H 0.632 2.251 0.784
H -0.025 1.533 2.088
H 1.589 2.029 2.325
H -0.135 -2.159 -2.282
H -1.528 -1.576 -1.035
H -0.690 -0.546 -2.166
*
```

Calculated values
**Kohn-Sham gap (alpha / beta)**: 7.96 / 7.22 eV
**HOMO level (alpha / beta)**: -14.6 / -14.4 eV

Which of them is most stable? Easy: entry w.